Entry 1:
The following is a quantum chemistry calculation of a molecular structure, C32H41IrN4O3Si2, from the Open Molecules 2025 dataset.

## Properties
Energy above the lowest of the compared OMol25 structures with the same formula, charge and spin   15.0 kcal per mole
Charge   +1
LUMO energy (alpha / beta)   -0.0860 / -0.1919 Ha
Max |F|   2.2 eV/A
Spin multiplicity   6

Each line ends with the Löwdin charge.
Atoms and positions in Å:
N1 -2.69750 -1.31215 -0.01155  0.0423
C1 3.22070 0.10225 -1.92225  -0.4966
H1 2.71030 -3.44205 0.80005  0.1086
H2 3.87490 0.22775 -4.94265  0.0947
C2 -7.56760 -0.31175 0.18935  -0.0575
C3 -3.37770 -0.26065 -0.39205  -0.1354
C4 0.18050 -3.42295 0.01805  -0.2188
O1 1.15220 -2.48775 -0.18335  -0.1806
C5 5.68990 0.03485 -2.50955  -0.0345
C6 -2.77920 0.86395 -1.09715  -0.3327
C7 -0.60850 -5.66735 0.42765  -0.0526
C8 -0.39420 3.55135 -0.90235  -0.1884
H3 0.49090 1.23235 4.91225  0.1008
H4 -1.21510 3.81555 -0.24515  0.0319
H5 -8.63620 -0.34465 0.33585  0.1099
H6 -3.18990 -3.49575 0.39645  0.0888
C9 1.20910 -1.37805 2.99725  -0.1755
C10 2.53390 2.91275 -0.70915  -0.1725
N2 -1.43060 -1.61705 -0.08405  -0.0683
H7 1.01970 -0.86755 -2.68415  0.0745
C11 -2.18060 -3.87245 0.33805  0.0075
H8 2.65510 3.97345 -0.51505  0.0362
H9 -7.29660 -2.37105 0.74055  0.1078
C12 1.23780 3.94255 2.30365  -0.1016
C13 1.30270 -0.04465 -3.34205  -0.0328
H10 6.38920 0.85975 -2.35195  0.1034
H11 -2.46530 0.35125 2.50945  0.0245
H12 2.61640 2.76715 -1.78125  0.0228
H13 5.69460 0.94215 -0.06145  0.1017
H14 1.43890 4.70965 1.57255  0.1000
H15 1.11770 -0.35455 -4.36755  0.1043
C14 -5.44540 -1.43025 0.28725  -0.0020
H16 1.63730 5.22705 3.96355  0.1079
C15 0.87100 2.67315 1.87965  -0.3204
N3 2.71720 0.24965 -3.17195  -0.1087
H17 -2.12070 -1.35285 2.73445  0.0186
H18 -2.71810 -5.88185 0.77915  0.1125
H19 -7.54750 1.71765 -0.45785  0.1174
H20 0.11000 4.46645 -1.20055  0.0320
H21 1.18030 3.47255 5.64435  0.1087
H22 4.04640 1.68825 -3.93685  0.0964
C16 -4.79550 -0.27615 -0.17535  -0.0925
H23 -0.81500 3.09065 -1.79155  0.0024
C17 3.34850 0.92795 -4.28515  -0.0453
C18 0.42580 -4.77845 0.17325  -0.0125
H24 0.67510 0.81915 -3.10415  0.0879
C19 -4.94390 1.98485 -1.08645  -0.0041
H25 1.42430 -5.17685 0.09385  0.1090
O2 2.44660 -0.14995 -0.97395  -0.1726
H26 -4.86160 -2.30965 0.50205  0.0902
H27 2.23640 -1.21575 2.68865  0.0226
H28 5.36360 -0.79865 0.02155  0.0992
H29 2.57750 1.41825 -4.88175  0.0987
Ir1 0.15110 -0.02655 -0.18845  1.2231
H30 -5.54220 2.85235 -1.32205  0.1207
C20 2.48690 -2.94785 -0.14795  -0.0581
H31 3.10710 -2.06545 -0.25725  0.0678
H32 0.92640 -2.39035 2.72465  0.0184
C21 0.70160 1.98935 4.17215  -0.0967
C22 -1.91380 -5.20495 0.53235  -0.0656
H33 2.66920 -3.63615 -0.97675  0.1109
H34 -0.38900 -6.71805 0.54845  0.1141
H35 -1.74830 -0.20625 4.00635  0.0327
H36 3.36200 2.40455 -0.23335  0.0098
H37 5.42360 -0.01175 -3.55485  0.0653
C23 -6.81010 -1.45865 0.43625  -0.0591
O3 -1.54250 0.84225 -1.44285  -0.2035
C24 -6.95670 0.83785 -0.25215  -0.0121
H38 4.07350 0.36365 0.38955  0.0822
C25 -1.15350 -2.94085 0.07775  -0.1881
C26 -1.75180 -0.35075 2.93045  -0.1792
C27 4.93960 0.17505 -0.24045  -0.0450
H39 1.17710 -1.30885 4.08005  0.0333
C28 1.08360 3.25395 4.59025  -0.0698
C29 0.58840 1.68165 2.82035  -0.3145
C30 -5.57220 0.86915 -0.48695  -0.1680
N4 4.54780 0.21665 -1.63945  -0.1109
H40 -3.15260 2.78945 -1.91515  0.1109
Si1 0.02410 -0.06045 2.23275  0.5806
C31 1.34520 4.23695 3.65045  -0.0699
Si2 0.82370 2.35035 -0.01335  0.6133
C32 -3.61450 1.95725 -1.40765  -0.0017
H41 6.20890 -0.89535 -2.25385  0.1013


Entry 2:
The following is a quantum chemistry calculation of 4 unconnected molecules or ions with the total composition C32H41N2O19PS2, from the Open Molecules 2025 dataset.

## Properties
Charge   0
LUMO energy   -0.0681 Ha
Max |F|   7.2 eV/A

Each line ends with the Löwdin charge.
Atoms and positions in Å:
C1 -0.12113 5.46889 3.83210  -0.1755
H1 -3.37085 3.05715 -3.98492  0.1134
O1 6.31857 2.19504 1.60743  0.1071
O2 0.23975 -1.00747 -6.56166  0.1032
H2 4.35405 1.40934 2.15913  0.1318
N1 -2.58249 -3.03210 2.27352  -0.2859
H3 -2.29962 6.08116 4.32303  0.1249
H4 0.95816 -0.93119 3.34678  0.1526
O3 2.09685 -0.82968 1.42586  -0.1429
O4 -3.96999 -2.71097 -5.20369  0.0843
O5 -3.02120 2.81704 -4.87057  0.0802
C2 3.38747 -2.56846 -7.11603  -0.2083
H5 -3.33994 4.13947 0.61147  0.0889
H6 0.06275 0.04876 -0.11569  0.1416
O6 -3.40383 -0.58865 3.68550  -0.3557
C3 0.32876 3.09684 4.16342  -0.1751
C4 0.80829 -2.44316 -8.33662  -0.2031
O7 2.66565 0.08723 2.19236  -0.1532
H7 0.79552 5.93337 4.42631  0.1322
H8 -1.67175 4.64666 1.37579  0.0887
C5 5.71943 0.39471 2.99839  -0.1767
H9 -5.63432 -2.09148 4.23052  0.0705
H10 -0.95350 -1.74709 -8.23801  0.0739
S1 -4.66197 4.17899 4.40270  0.6011
O8 4.37827 0.63354 2.76083  0.0217
O9 -4.17661 1.37847 -2.83839  0.0970
C6 -1.45529 2.93521 -0.11701  -0.2233
H11 -0.12144 1.29189 1.32289  0.1115
C7 8.52708 0.06290 3.40428  -0.2094
H12 1.38261 3.22347 4.70894  0.1365
O10 -0.47008 -2.34018 -8.85369  0.0809
O11 0.20601 4.19081 3.18121  -0.2340
H13 -3.92240 -4.79857 2.77587  0.1199
O12 9.86697 -0.15883 3.66436  0.0776
H14 -0.47995 -3.89457 2.22322  0.1443
H15 -3.61486 -2.95229 -6.08695  0.1184
H16 -3.37591 -3.48967 -0.29772  0.1036
O13 -5.23495 -2.65671 3.48297  -0.3395
H17 -0.27905 3.05828 0.04688  0.1220
C8 -0.37510 -1.70317 1.60474  -0.2489
H18 5.14269 -3.28222 -7.20295  0.1165
C9 -3.22337 1.45417 -4.98817  -0.2030
H19 1.53309 -3.73195 -9.85322  0.1373
H20 -1.12052 5.89999 5.83907  0.1368
C10 3.09480 -3.29312 -8.38364  -0.3081
H21 -0.17314 -2.17217 0.53507  0.1691
H22 9.89135 -0.93826 4.26116  0.1159
C11 -3.90040 -4.41324 0.24434  -0.1350
H23 -4.59205 -1.19165 -3.14129  0.1388
S2 -2.79337 2.63242 2.51375  0.7778
O14 4.65764 -2.69405 -6.58404  0.0791
H24 -1.32856 1.87994 5.22126  0.1293
H25 -1.68482 3.47376 -1.15373  0.1137
C12 -1.85395 1.31504 -0.23147  -0.1687
H26 -2.08571 -5.10118 3.07027  0.1487
H27 1.51831 -2.54666 2.55357  0.1490
C13 -2.86137 -4.54812 2.35067  -0.2803
C14 6.11080 -0.60738 3.78788  0.0797
C15 7.53949 -0.85371 4.03842  -0.3105
O15 -2.83008 -5.12241 0.96784  -0.2271
H28 -4.75445 -3.98591 0.93206  0.0905
C16 -0.71835 0.51622 0.63975  -0.2011
O16 -1.23835 -0.51295 1.55294  -0.1966
C17 -0.90465 2.99501 5.23846  -0.1624
H29 -4.44892 -5.12275 -0.54196  0.1085
C18 -3.05259 3.63023 4.07768  -0.9364
H30 -0.94393 -2.59688 3.62856  0.1103
C19 1.09589 -1.45880 2.30135  -0.1102
C20 -3.74236 -1.35312 -5.07477  -0.2005
H31 -2.48585 -0.25263 3.90492  0.0369
O17 3.97377 -3.95513 -8.92417  0.1040
H32 0.42569 2.09521 3.52192  0.1071
O18 7.93025 -1.77519 4.74637  0.1002
H33 -1.65392 1.04594 -1.37697  0.1126
C21 -1.08975 -2.92681 2.49310  -0.1959
C22 6.70810 1.29387 2.34251  -0.3011
C23 -2.85427 0.79565 -6.08856  0.0833
H34 -0.35652 6.25474 2.96503  0.1357
H35 -2.96269 1.09418 0.07064  0.1209
C24 2.45909 -1.82297 -6.51347  0.0771
C25 1.10924 -1.69667 -7.08429  -0.2982
P1 -3.49933 -2.32722 3.66644  0.9522
H36 5.40300 -1.27001 4.26920  0.1367
C26 8.13563 1.06283 2.61204  0.0749
C27 -2.34075 3.71364 1.04944  -0.4460
H37 8.84282 1.73520 2.14288  0.1366
C28 -1.44445 5.42014 4.79848  -0.1565
C29 1.73751 -3.18590 -8.94120  0.0760
H38 2.65888 -1.28913 -5.59291  0.1368
C30 -4.10840 -0.69543 -3.97291  0.0824
H39 1.99809 0.77713 2.47910  0.1179
C31 -3.07537 -0.65381 -6.20713  -0.2924
N2 -1.98933 4.03628 5.07399  -0.2198
H40 -2.38447 1.29463 -6.92678  0.1415
C32 -3.86560 0.74991 -3.84397  -0.3062
O19 -2.73385 -1.28871 -7.19932  0.0875
H41 -0.43061 3.11503 6.32718  0.1387


Entry 3:
The following is a quantum chemistry calculation of a molecular structure, C32H41NO2P2Sc, from the Open Molecules 2025 dataset.

## Properties
Charge   +1
LUMO energy   -0.1204 Ha
Max |F|   6.4 eV/A

Each line ends with the Löwdin charge.
Atoms and positions in Å:
C1 -2.04479 1.62905 4.70896  -0.0780
C2 -1.01305 0.06228 2.65059  -0.2927
H1 1.79914 -1.12822 4.09775  0.0951
H2 -2.49983 3.64326 -3.81814  0.1169
C3 -2.56430 -3.77040 -1.91198  -0.2439
H3 -2.98348 -3.47910 2.17246  0.0779
C4 -0.00859 -2.63072 -2.63812  -0.2794
C5 -2.65280 1.18498 -2.69627  -0.2798
P1 -1.09417 -3.03482 -1.15298  0.8267
H4 2.97619 -0.63622 2.84214  0.0816
H5 0.25660 -3.64073 -2.97846  0.0975
C6 -1.51252 3.27924 -3.54047  -0.0379
H6 0.83810 -4.25750 -0.34058  0.0528
C7 -0.68246 1.66616 4.41511  -0.0330
H7 -0.65659 -4.65472 0.54969  0.0501
O1 -0.66814 -0.26630 1.41775  -0.2351
C8 -0.12455 0.81315 3.46357  -0.1139
H8 -5.20601 0.67555 -1.18968  0.0632
H9 -2.15678 2.76354 -0.32255  0.0608
C9 2.20391 1.65845 4.05157  -0.0771
H10 2.94367 1.86855 -3.65582  0.1640
C10 2.39212 2.08881 -0.10083  0.1970
C11 -1.41471 2.03205 -2.93481  -0.2154
H11 1.73256 4.25836 -3.58711  0.1288
H12 4.60734 -2.23281 -1.93757  0.1158
C12 -0.23498 -4.46735 -0.44950  -0.2355
C13 1.91405 -0.65635 3.11285  -0.0538
H13 -0.04109 2.37626 4.93632  0.1053
H14 -2.88173 1.86398 1.04056  0.0507
H15 -3.93526 2.52471 -0.27140  0.0643
C14 -2.33472 -0.18947 3.11895  -0.1355
H16 -0.39935 -5.32666 -1.11822  0.0637
C15 -2.41545 -2.68088 2.66862  -0.0590
H17 2.51026 -3.53824 -2.12203  0.1168
O2 1.23189 1.81428 -0.11668  -0.0036
H18 -4.72500 -0.52998 0.04946  0.0378
C16 2.43044 0.36767 -2.29966  -0.1633
C17 1.24340 -0.39232 -2.30684  -0.1822
H19 -4.54877 -1.64228 4.10577  0.0927
C18 2.48371 -2.45241 -2.18384  -0.0443
H20 -3.20086 -1.13303 1.41503  0.0846
H21 1.39654 -1.26295 2.36386  0.0574
H22 -3.89557 0.58038 4.36373  0.1027
C19 -2.84836 0.67830 4.08154  -0.0468
H23 -4.60245 -0.94370 -1.67633  0.0466
H24 1.47390 1.17702 2.13189  0.0831
H25 -5.12216 -0.51016 2.84516  0.0801
C20 -4.55638 -1.43052 3.02927  -0.0833
C21 0.85488 3.64220 -3.36834  -0.0200
C22 0.99935 2.36762 -2.82005  -0.1539
H26 -5.09475 -2.24448 2.52959  0.0807
H27 -1.40698 -2.67124 2.23654  0.0569
H28 -0.51636 5.06884 -4.21691  0.1131
C23 -4.49712 -0.12908 -0.94790  -0.2317
C24 -0.40148 4.09441 -3.74115  -0.0618
P2 -2.80270 0.52480 -0.99389  0.8536
H29 4.59215 0.24128 -2.12495  0.1350
H30 1.89891 2.70469 3.96003  0.0798
H31 -0.65145 -2.13544 -3.38652  0.1026
C25 -2.95913 2.07089 -0.03731  -0.2011
C26 3.65787 -1.70949 -2.06363  -0.0504
C27 3.64582 -0.31508 -2.17574  -0.0073
H32 -2.26633 -4.69265 -2.43376  0.0635
C28 2.39793 1.83865 -2.67251  -0.1337
H33 -3.28277 -3.98919 -1.10862  0.0566
H34 2.13317 1.34142 5.09842  0.0915
H35 -2.47363 2.30054 5.45769  0.1064
H36 -3.03227 -3.05932 -2.60618  0.0484
C29 -0.13165 1.57169 -2.56699  -0.1873
H37 -3.56768 1.78374 -2.85438  0.1007
C30 1.25404 -1.82620 -2.35955  -0.2352
Sc1 -0.55456 -0.62688 -0.51453  0.7275
C31 -3.12549 -1.33324 2.49933  -0.3841
H38 -2.33264 -2.91842 3.73921  0.0992
C32 1.35928 0.76830 3.14104  -0.3818
H39 3.25272 1.61349 3.74165  0.0800
N1 -0.00940 0.26134 -2.06394  -0.1125
H40 3.04502 2.46482 -2.28540  0.0448
H41 -2.66546 0.31005 -3.37048  0.1000


Among the records above, which one has the highest max |F|? C32H41N2O19PS2


Among the records above, which one has the highest max |F|? C32H41N2O19PS2


Among the records above, which one has the lowest max |F|? C32H41IrN4O3Si2


Which of these has the highest max |F|? C32H41N2O19PS2